# 1
# C9H13NO7S

The molecule C9H13NO7S (the ωB97M-V functional and the def2-TZVPD basis, OMol25).

Each line ends with the Löwdin charge.
Atoms and positions in Å:
H -3.99 -0.38 1.69  0.057
N -4.12 0.26 0.90  0.116
C -3.35 -0.06 -0.03  -0.239
C -2.40 -1.27 0.11  -0.061
C -1.10 -0.94 0.90  -0.446
O -1.24 -0.50 1.97  0.189
O 0.13 -1.27 0.36  0.023
C 0.92 -0.22 -0.18  -0.439
C 0.82 -0.03 -1.72  -0.062
C -0.60 0.05 -2.28  -0.245
O -1.10 1.07 -2.59  0.089
C 0.88 1.13 0.58  -0.037
C -0.09 2.17 0.03  -0.519
O -1.25 2.24 0.29  0.138
O 0.46 3.10 -0.79  0.109
S 2.67 -0.84 0.05  0.680
C 2.91 -1.04 1.83  -0.112
O 3.62 0.07 -0.55  -0.294
O 2.76 -2.16 -0.53  -0.309
H -3.32 0.51 -0.97  0.106
H -2.92 -2.01 0.75  0.126
H -2.19 -1.80 -0.83  0.099
H 1.44 0.82 -2.07  0.143
H 1.29 -0.93 -2.16  0.130
H -1.22 -0.86 -2.48  0.129
H 0.72 1.01 1.67  0.132
H 1.90 1.57 0.50  0.132
H -0.29 3.69 -1.02  0.138
H 2.48 -0.19 2.39  0.066
H 3.99 -1.08 2.02  0.081
H 2.42 -1.95 2.19  0.081

Results
Molecular weight, g mol⁻¹: 279.3
Calculated total energy, eV: -36199.5337
2S+1: 1
E_LUMO, eV: 0.24

# 2
# C9H13O2

A structure of composition C9H13O2 (the ωB97M-V functional and the def2-TZVPD basis, OMol25).

Each line ends with the Löwdin spin population.
Atoms and positions in Å:
O -2.64 0.46 -2.08  0.220
H -3.57 0.67 -1.94  0.005
C -1.26 -2.39 -1.02  0.008
C -0.51 -1.23 -0.46  0.058
C -1.10 0.01 -0.31  0.517
C -0.52 1.05 0.37  0.064
C 0.84 0.89 0.73  0.026
C 1.55 -0.32 0.50  -0.018
C 0.84 -1.38 -0.06  0.029
C 3.02 -0.37 0.78  -0.003
O 1.45 1.97 1.26  0.009
C -1.22 2.31 0.71  0.008
H -0.57 -3.19 -1.29  0.000
H -1.98 -2.79 -0.29  -0.001
H -1.84 -2.08 -1.90  0.000
H -2.24 0.27 -1.13  0.074
H 1.34 -2.34 -0.23  0.005
H 3.39 -1.37 0.51  0.000
H 3.59 0.36 0.19  -0.001
H 3.26 -0.21 1.84  -0.001
H 2.39 1.78 1.42  0.001
H -0.50 3.05 1.08  0.000
H -1.74 2.70 -0.17  0.000
H -1.98 2.15 1.48  -0.001

Results
Expectation value of S²: 0.7599
Molecular weight, g mol⁻¹: 153.2
Calculated total energy, eV: -13636.2164
2S+1: 2
Energy above the lowest of the compared OMol25 structures with the same formula, charge and spin, kJ/mol: 177.2
E_LUMO (alpha / beta), eV: 0.67 / -1.18

# 3
# C9H13O3PS

The molecule C9H13O3PS (the ωB97M-V functional and the def2-TZVPD basis, OMol25).

Each line ends with the Löwdin charge.
Atoms and positions in Å:
C 0.38 1.67 2.34  -0.049
C -0.73 0.98 1.92  -0.029
C 1.80 1.58 1.93  -0.048
C -0.83 0.19 0.71  -0.371
C 2.09 0.89 0.88  -0.100
C 0.25 -0.29 0.09  -0.064
C -3.21 -0.35 1.16  -0.056
C 3.25 1.26 -1.04  -0.091
C -1.40 -2.70 -2.01  -0.105
O -2.04 -0.36 0.33  -0.110
O 3.19 0.58 0.21  -0.079
O -0.01 -2.27 -1.93  -0.392
P 0.46 -0.75 -1.67  0.250
S -0.04 0.70 -2.80  0.247
H 0.20 2.11 3.24  0.065
H -1.68 1.24 2.31  0.092
H 2.48 2.19 2.52  0.124
H -3.84 0.49 1.12  0.079
H -2.96 -0.64 2.18  0.102
H -3.89 -1.01 0.74  0.063
H 3.50 2.34 -1.01  0.112
H 2.48 0.93 -1.72  -0.002
H 4.06 0.86 -1.67  0.095
H -1.63 -3.15 -1.06  0.078
H -1.66 -3.44 -2.78  0.090
H -2.07 -1.90 -2.26  0.058
H 1.86 -1.14 -1.76  0.042

Results
Molecular weight, g mol⁻¹: 232.2
Calculated total energy, eV: -35804.5768
2S+1: 1
Energy above the lowest of the compared OMol25 structures with the same formula, charge and spin, kJ/mol: 434.0
E_LUMO, eV: 0.14